Model a:
{"formula": "H24O12", "method": "ωB97M-V with the def2-TZVPD basis set", "charge": 1, "orbital_gap_ev": [10.359, 3.628], "spin_multiplicity": 2, "homo_ev": [-13.547, -13.394], "species": ["O", "H", "H", "O", "H", "H", "O", "H", "H", "O", "H", "H", "O", "H", "H", "O", "H", "H", "O", "H", "H", "O", "H", "H", "O", "H", "H", "O", "H", "H", "O", "H", "H", "O", "H", "H"], "coordinates": [[-1.3203, 1.9851, -1.7623], [-2.0213, 2.3235, -2.3193], [-1.4641, 2.4046, -0.9140], [2.7557, -0.9787, 3.1517], [3.5367, -0.8786, 2.6074], [2.0964, -0.4286, 2.7288], [2.6750, -0.1498, -2.4219], [3.2141, 0.3385, -3.0442], [2.5496, 0.4526, -1.6887], [-0.1200, -0.2332, 0.7452], [0.5374, 0.2796, 0.2749], [-0.9119, 0.3034, 0.7119], [0.4388, 2.9956, 1.2072], [0.5047, 3.4226, 2.0614], [-0.4579, 2.6622, 1.1741], [-0.3208, -3.0529, 1.9815], [-0.1174, -2.2443, 1.5113], [-1.0755, -2.8302, 2.5266], [-1.9264, 1.6622, 0.9843], [-2.5759, 0.9995, 0.7493], [-2.2887, 2.0886, 1.7609], [2.0372, 1.3039, -0.1137], [2.9469, 1.3834, 0.1733], [1.5386, 1.8136, 0.5249], [1.9945, -1.9783, -0.2040], [2.0464, -1.0456, 0.0048], [2.8299, -2.3378, 0.0946], [-1.2573, -2.5108, -1.5033], [-1.7257, -3.2038, -1.0379], [-1.6187, -1.6979, -1.1501], [-3.0265, -0.7361, -0.0429], [-3.5103, -0.9824, -0.8313], [-3.3302, -1.3493, 0.6264], [-0.5197, -0.0696, -2.9193], [-1.2990, -0.1778, -3.4644], [-0.8142, 0.4668, -2.1832]], "mulliken_charge": [-0.619, 0.300, 0.276, -0.590, 0.292, 0.313, -0.459, 0.353, 0.409, -0.136, 0.163, 0.254, -0.643, 0.324, 0.381, -0.640, 0.297, 0.305, -0.618, 0.314, 0.222, -0.703, 0.338, 0.231, -0.374, 0.192, 0.332, -0.480, 0.317, 0.360, -0.674, 0.320, 0.277, -0.355, 0.332, 0.390]}



Model b:
{"formula": "H24O12", "method": "ωB97M-V with the def2-TZVPD basis set", "charge": 1, "orbital_gap_ev": [10.229, 3.034], "spin_multiplicity": 2, "homo_ev": [-13.385, -13.384], "species": ["O", "H", "H", "O", "H", "H", "O", "H", "H", "O", "H", "H", "O", "H", "H", "O", "H", "H", "O", "H", "H", "O", "H", "H", "O", "H", "H", "O", "H", "H", "O", "H", "H", "O", "H", "H"], "coordinates": [[23.7665, 31.3921, 15.5373], [23.5474, 31.4200, 16.4687], [23.1449, 30.7678, 15.1631], [26.4575, 29.3928, 20.3516], [27.2440, 29.6718, 20.8205], [26.7089, 28.5715, 19.9290], [23.6885, 25.5732, 20.2763], [23.8127, 25.6784, 19.3330], [23.7789, 24.6322, 20.4268], [21.7685, 29.1522, 21.0083], [22.0304, 29.1517, 20.0876], [22.4262, 28.6110, 21.4451], [23.4274, 28.5354, 18.7789], [24.2265, 28.0259, 18.6445], [23.6866, 29.4396, 18.6013], [23.9944, 27.6212, 21.9192], [24.8705, 28.0064, 21.9046], [24.0347, 26.9091, 21.2809], [21.4380, 27.0609, 17.7233], [22.0764, 27.7058, 18.0282], [20.7814, 27.0258, 18.4190], [24.3971, 25.4687, 17.5051], [24.6700, 24.6259, 17.1426], [24.2144, 26.0119, 16.7384], [20.8500, 31.5666, 18.8653], [20.5729, 32.4626, 19.0565], [21.7890, 31.6373, 18.6936], [24.0386, 31.2667, 20.6565], [23.9272, 31.4566, 21.5881], [24.9703, 31.0691, 20.5616], [26.9005, 26.2835, 19.7231], [27.0232, 26.3669, 20.6687], [26.0216, 25.9169, 19.6265], [23.6864, 31.8465, 18.1486], [23.9786, 32.7532, 18.0555], [23.8185, 31.6457, 19.0752]], "mulliken_charge": [-0.632, 0.386, 0.336, -0.559, 0.284, 0.296, -0.630, 0.276, 0.317, -0.042, 0.321, 0.478, -0.401, 0.149, 0.252, -0.712, 0.326, 0.382, -0.598, 0.412, 0.291, -0.561, 0.264, 0.269, -0.539, 0.335, 0.415, -0.637, 0.296, 0.296, -0.663, 0.325, 0.353, -0.716, 0.260, 0.371]}



model b ends up most stable, edging out the next structure by 1.103 eV.



Model a:
{"formula": "C3H10NSe", "method": "ωB97M-V with the def2-TZVPD basis set", "charge": 1, "orbital_gap_ev": 8.606, "spin_multiplicity": 1, "homo_ev": -13.199, "species": ["C", "C", "C", "N", "Se", "H", "H", "H", "H", "H", "H", "H", "H", "H", "H"], "coordinates": [[1.0553, -1.1118, 1.0959], [0.0353, -0.0745, -1.9707], [-0.8964, 0.5256, 1.8507], [-0.3370, 0.9869, -2.7105], [0.4486, 0.5106, 0.4981], [0.2848, -1.7922, 1.3448], [1.9092, -1.3694, 0.4660], [1.4839, -0.8007, 2.1444], [1.1022, -0.4327, -1.8270], [-0.7234, -0.8491, -1.9447], [-1.5526, -0.4098, 1.7183], [-0.3995, 0.3064, 2.7145], [-1.2107, 1.3340, -2.4959], [0.4191, 1.7612, -2.7711], [-1.6189, 1.4155, 1.8872]], "mulliken_charge": [-0.990, -0.469, -0.931, -0.358, 0.341, 0.361, 0.356, 0.339, 0.404, 0.342, 0.319, 0.361, 0.286, 0.322, 0.316]}



Model b:
{"formula": "C3H10NSe", "method": "ωB97M-V with the def2-TZVPD basis set", "charge": 1, "orbital_gap_ev": [7.778, 7.779], "spin_multiplicity": 1, "homo_ev": [-11.853, -11.854], "species": ["C", "C", "C", "N", "Se", "H", "H", "H", "H", "H", "H", "H", "H", "H", "H"], "coordinates": [[-2.6090, 0.0964, 0.1121], [-0.4947, -1.0497, 0.6469], [1.4673, 0.5213, -0.6015], [-1.4634, -0.2323, 0.8943], [3.1253, -0.2568, -0.0644], [-3.5062, 0.1887, 0.7349], [-2.5775, 1.0243, -0.3836], [-2.6950, -0.6543, -0.5980], [0.2099, -1.0970, 1.4758], [-0.6142, -1.8865, -0.0958], [1.2150, 1.3840, 0.0030], [1.2394, 0.6058, -1.7365], [3.5310, -1.5155, -0.5767], [-1.2851, 0.4473, 1.6029], [4.4380, 0.2116, -0.7973]], "mulliken_charge": [-0.744, -0.251, -0.894, -0.054, 0.091, 0.294, 0.324, 0.299, 0.377, 0.266, 0.350, 0.327, 0.199, 0.267, 0.149]}



model a ends up most stable, edging out the next structure by 2.456 eV.



Model a:
{"formula": "C13H16O2", "method": "ωB97M-V with the def2-TZVPD basis set", "smiles": "CC(=O)C(C)(C(C)=O)C1C=CC=CC=C1", "orbital_gap_ev": 7.406, "spin_multiplicity": 1, "homo_ev": -7.826, "species": ["C", "C", "O", "C", "C", "C", "C", "O", "C", "C", "C", "C", "C", "C", "C", "H", "H", "H", "H", "H", "H", "H", "H", "H", "H", "H", "H", "H", "H", "H", "H"], "coordinates": [[-0.6742, -3.0879, 0.9230], [-0.4781, -2.2204, -0.2418], [-1.2150, -2.4629, -1.2901], [0.4696, -0.9761, -0.2695], [0.6900, -0.6189, -1.7092], [1.7282, -1.2208, 0.5678], [3.0744, -0.7974, 0.0597], [1.6549, -1.6612, 1.7119], [-0.5343, 0.2919, 0.5738], [-1.8004, 0.4763, -0.0364], [-2.4678, 1.5788, -0.5120], [-2.0414, 2.9274, -0.5749], [-0.8784, 3.4446, -0.0594], [0.1058, 2.7878, 0.6538], [0.2446, 1.4479, 0.9668], [0.0450, -2.8703, 1.7354], [-1.6891, -2.8477, 1.3159], [-0.6762, -4.2016, 0.7549], [1.4807, 0.1282, -1.8176], [0.8424, -1.3862, -2.4659], [-0.2593, -0.1321, -1.9466], [3.1674, -0.7811, -1.0197], [3.1868, 0.2219, 0.4226], [3.9315, -1.3418, 0.4806], [-0.5517, -0.4609, 1.4472], [-2.4054, -0.4684, -0.0990], [-3.4419, 1.4035, -0.9655], [-2.7200, 3.6347, -1.0769], [-0.7566, 4.5425, -0.2271], [0.9181, 3.4402, 1.0025], [1.0505, 1.2100, 1.6958]], "mulliken_charge": [-1.169, 0.408, -0.630, 1.616, -2.019, 0.310, -1.354, -0.621, 0.500, -0.062, -0.668, -0.416, -0.355, -0.434, -0.267, 0.322, 0.263, 0.344, 0.530, 0.295, 0.435, 0.349, 0.331, 0.402, 0.162, 0.120, 0.324, 0.301, 0.251, 0.300, 0.431]}



Model b:
{"formula": "C13H16O2", "method": "ωB97M-V with the def2-TZVPD basis set", "smiles": "C/C=C/[C@@H]1C[C@H](O)c2cc(C)ccc2O1", "orbital_gap_ev": 8.710, "spin_multiplicity": 1, "homo_ev": -7.921, "species": ["C", "C", "C", "C", "C", "C", "O", "C", "C", "C", "C", "C", "C", "C", "O", "H", "H", "H", "H", "H", "H", "H", "H", "H", "H", "H", "H", "H", "H", "H", "H"], "coordinates": [[-1.4981, -4.5043, -2.5747], [-1.0377, -3.6310, -1.3544], [-0.7808, -2.2796, -1.6273], [0.1249, -1.3198, -0.8243], [-0.1648, -1.5290, 0.6498], [0.7217, -0.5034, 1.4150], [0.5311, -0.6229, 2.7975], [0.6848, 0.8905, 0.7889], [0.9217, 1.9952, 1.5518], [0.6936, 3.3662, 1.0406], [0.8661, 4.5436, 1.7985], [0.1379, 3.5045, -0.2347], [-0.0127, 2.3944, -1.0552], [0.2529, 1.0593, -0.5492], [-0.0394, -0.0057, -1.3649], [-1.1950, -5.6006, -2.2918], [-2.5676, -4.4584, -2.7802], [-1.0443, -4.3717, -3.5096], [-1.0180, -4.1210, -0.3392], [-0.8173, -1.9631, -2.6859], [1.1910, -1.5890, -0.9724], [-1.2413, -1.2342, 0.8429], [0.0577, -2.4545, 1.1088], [1.7594, -0.7981, 1.4029], [-0.1958, -0.0568, 3.1391], [1.3451, 1.7299, 2.4602], [0.6357, 5.4259, 1.1747], [0.2711, 4.4931, 2.7265], [1.9208, 4.7012, 1.9687], [-0.1138, 4.4333, -0.6905], [-0.3890, 2.5059, -2.0116]], "mulliken_charge": [-1.165, -0.022, -0.796, 0.747, -0.809, -0.146, -0.610, 0.645, -0.945, 0.552, -1.232, -0.642, -0.926, 0.400, -0.472, 0.284, 0.286, 0.385, 0.296, 0.241, 0.209, 0.305, 0.345, 0.256, 0.396, 0.660, 0.341, 0.286, 0.315, 0.308, 0.510]}



model b ends up most stable, edging out the next structure by 0.820 eV.



Model a:
{"formula": "C6H11N2P", "method": "ωB97M-V with the def2-TZVPD basis set", "smiles": "Cc1cn([C@H](C)P)cn1", "orbital_gap_ev": 9.290, "spin_multiplicity": 1, "homo_ev": -8.461, "species": ["C", "C", "C", "N", "C", "C", "P", "C", "N", "H", "H", "H", "H", "H", "H", "H", "H", "H", "H", "H"], "coordinates": [[-3.3461, -0.1425, 0.4977], [-1.8932, -0.4224, 0.1534], [-0.8468, 0.2975, 0.6183], [0.2622, -0.1352, -0.0403], [1.5610, 0.4319, 0.2246], [1.9890, 1.1899, -1.0673], [2.6552, -1.0812, 0.5008], [-0.2092, -1.0943, -0.9411], [-1.4454, -1.3398, -0.8280], [-3.7884, 0.6829, -0.1123], [-4.1031, -1.0031, 0.3785], [-3.4809, -0.0415, 1.6069], [-0.9217, 0.9868, 1.3338], [1.3735, 1.0730, 0.9964], [2.1823, 0.6130, -1.9748], [1.1804, 1.9692, -1.4627], [3.0044, 1.6267, -1.0738], [3.6705, -0.4678, 1.3402], [1.8586, -1.5177, 1.5353], [0.2979, -1.6251, -1.6855]], "mulliken_charge": [-1.075, 0.280, -0.575, 0.053, -0.068, -1.212, -0.112, -0.075, -0.589, 0.227, 0.289, 0.310, 0.511, 0.421, 0.362, 0.277, 0.402, 0.045, 0.038, 0.491]}



Model b:
{"formula": "C6H11N2P", "method": "ωB97M-V with the def2-TZVPD basis set", "orbital_gap_ev": 8.840, "spin_multiplicity": 1, "homo_ev": -7.925, "species": ["C", "C", "C", "C", "C", "C", "N", "N", "P", "H", "H", "H", "H", "H", "H", "H", "H", "H", "H", "H"], "coordinates": [[-0.3326, 0.2593, -0.5977], [0.7998, 0.1748, 0.3702], [-0.1670, -2.0247, 0.1174], [-2.0433, -1.2539, -1.4062], [1.5621, -1.6126, 1.8391], [0.2456, 2.9913, -0.1630], [-0.8481, -1.1231, -0.6065], [0.8249, -1.1842, 0.7144], [-0.4334, 1.5826, 0.8266], [-0.3016, 0.7206, -1.5977], [1.8186, 0.6374, 0.1560], [-1.9159, -0.8084, -2.3912], [-2.4583, -2.2232, -1.2760], [-2.7730, -0.6049, -0.8560], [1.6160, -2.7233, 1.9022], [2.6819, -1.2279, 1.7217], [1.1168, -1.2687, 2.7783], [0.9991, 2.5346, -0.8596], [-0.6635, 3.1518, -0.8901], [0.2720, 4.0024, 0.2179]], "mulliken_charge": [-0.358, -0.271, -0.454, -0.951, -0.901, -0.851, 0.313, 0.319, -0.101, 0.255, 0.247, 0.252, 0.386, 0.342, 0.320, 0.257, 0.328, 0.274, 0.217, 0.376]}



model a ends up most stable, edging out the next structure by 1.863 eV.



Model a:
{"formula": "C4H5NOS", "method": "ωB97M-V with the def2-TZVPD basis set", "smiles": "O/C=C/C=C\\N=S", "orbital_gap_ev": 7.219, "spin_multiplicity": 1, "homo_ev": -7.813, "species": ["O", "C", "C", "C", "C", "N", "S", "H", "H", "H", "H", "H"], "coordinates": [[0.7287, 2.5241, -0.0659], [0.1522, 1.3369, -0.2652], [0.7497, 0.1420, -0.0656], [0.3338, -1.2025, -0.2986], [-0.9772, -1.6973, -0.0772], [-1.7368, -1.0604, 0.7903], [-1.7666, 0.4822, 1.1225], [1.6349, 2.2262, 0.0059], [-0.6556, 1.3343, -0.8720], [1.7126, 0.3292, 0.2269], [1.2072, -1.7841, -0.3293], [-1.3828, -2.6307, -0.1719]], "mulliken_charge": [-0.401, -0.175, -0.300, -0.394, -0.285, -0.300, -0.048, 0.308, 0.584, 0.266, 0.303, 0.444]}



Model b:
{"formula": "C4H5NOS", "method": "ωB97M-V with the def2-TZVPD basis set", "smiles": "S=C1NO[C@H]2C[C@@H]12", "orbital_gap_ev": 9.143, "spin_multiplicity": 1, "homo_ev": -8.335, "species": ["S", "C", "N", "O", "C", "C", "C", "H", "H", "H", "H", "H"], "coordinates": [[-2.9013, 0.0014, -0.0336], [-1.3027, 0.2447, -0.1305], [-0.6900, 1.3493, 0.1646], [0.6926, 1.4451, -0.1254], [1.0732, 0.1157, -0.4106], [0.8195, -0.8900, 0.6183], [-0.1969, -0.7184, -0.4995], [-1.1173, 2.2235, 0.5201], [1.8726, 0.0348, -1.0777], [0.5602, -0.5794, 1.6648], [1.4840, -1.7428, 0.6148], [-0.2940, -1.4839, -1.3054]], "mulliken_charge": [-0.399, 0.151, -0.001, -0.335, -0.071, -0.585, -0.206, 0.234, 0.414, 0.198, 0.258, 0.342]}



model b ends up most stable, edging out the next structure by 0.963 eV.



Model a:
{"formula": "C4H5NOS", "method": "ωB97M-V with the def2-TZVPD basis set", "smiles": "O=C1C=NCSC1", "orbital_gap_ev": 8.754, "spin_multiplicity": 1, "homo_ev": -8.960, "species": ["O", "C", "C", "N", "C", "S", "C", "H", "H", "H", "H", "H"], "coordinates": [[0.3544, -2.1368, -1.5959], [-0.0477, -1.1746, -1.0109], [-1.0073, -1.4624, 0.2027], [-1.0277, -0.6493, 1.1493], [-0.3514, 0.5704, 1.1187], [-0.4458, 1.5273, -0.5123], [0.4405, 0.2571, -1.5133], [-1.7316, -2.2333, 0.3134], [-0.8618, 1.1281, 1.8915], [0.7399, 0.5059, 1.0930], [0.0193, 0.4814, -2.5964], [1.5614, 0.5243, -1.4216]], "mulliken_charge": [-0.456, 0.302, -0.053, -0.489, -0.480, -0.119, -0.417, 0.435, 0.375, 0.306, 0.290, 0.305]}



Model b:
{"formula": "C4H5NOS", "method": "ωB97M-V with the def2-TZVPD basis set", "smiles": "O=C(C=S)[C@@H]1CN1", "orbital_gap_ev": 7.327, "spin_multiplicity": 1, "homo_ev": -9.624, "species": ["O", "C", "C", "S", "C", "C", "N", "H", "H", "H", "H", "H"], "coordinates": [[-0.1256, -1.2067, -1.1740], [-0.1266, 0.0105, -0.8179], [-0.0150, 1.1676, -1.6672], [-0.0047, 2.7988, -1.3675], [-0.1549, 0.2235, 0.5737], [0.7583, -0.7034, 1.2762], [-0.8577, -0.7828, 1.3819], [-0.3837, 0.9708, -2.6953], [-0.4848, 1.3256, 0.6890], [1.1672, -1.6071, 0.6858], [1.2134, -0.5475, 2.3868], [-0.9860, -1.6493, 0.7285]], "mulliken_charge": [-0.595, 0.693, -0.550, -0.145, 0.333, -0.497, -0.622, 0.324, 0.256, 0.261, 0.217, 0.324]}



model a ends up most stable, edging out the next structure by 1.885 eV.



Model a:
{"formula": "C4H5NOS", "method": "ωB97M-V with the def2-TZVPD basis set", "orbital_gap_ev": [6.216, 7.738], "spin_multiplicity": 1, "homo_ev": [-7.175, -8.234], "species": ["C", "C", "C", "C", "N", "O", "S", "H", "H", "H", "H", "H"], "coordinates": [[-1.1376, 1.2334, -0.5221], [0.0976, 0.6333, -0.7780], [-2.1733, 0.5725, 0.0998], [1.7962, -0.8428, 0.5508], [-1.0662, -1.4878, 0.2117], [-3.1792, 0.1851, 0.4771], [0.1987, -1.0687, -0.5089], [-1.3938, 2.3377, -0.7084], [0.8966, 1.2641, -1.1258], [1.9593, -1.8723, 1.1335], [1.5020, -0.2098, 1.3674], [2.4997, -0.7448, -0.1971]], "mulliken_charge": [-0.533, -0.292, 0.679, -0.955, -0.615, -0.273, 0.258, 0.263, 0.444, 0.269, 0.352, 0.404]}



Model b:
{"formula": "C4H5NOS", "method": "ωB97M-V with the def2-TZVPD basis set", "smiles": "S=C1C=NOCC1", "orbital_gap_ev": 7.954, "spin_multiplicity": 1, "homo_ev": -9.164, "species": ["S", "C", "C", "N", "O", "C", "C", "H", "H", "H", "H", "H"], "coordinates": [[-2.7341, -0.3245, -0.0130], [-1.0948, -0.3022, -0.0616], [-0.2773, -1.5061, 0.0230], [0.9815, -1.6204, -0.1097], [1.6749, -0.4214, -0.2274], [1.0160, 0.7554, 0.3027], [-0.3400, 0.9423, -0.3146], [-0.8194, -2.4740, 0.1974], [1.6793, 1.6156, 0.1328], [0.9572, 0.5296, 1.3969], [-0.8490, 1.8132, 0.1084], [-0.1942, 0.9924, -1.4350]], "mulliken_charge": [-0.217, 0.175, -0.141, -0.353, -0.235, -0.538, -0.276, 0.373, 0.325, 0.327, 0.332, 0.229]}



model b ends up most stable, edging out the next structure by 3.208 eV.